{"formula": "C12H15B3F21O6Sn2", "method": "ωB97M-V with the def2-TZVPD basis set", "species": ["Sn", "Sn", "F", "F", "F", "F", "F", "F", "F", "F", "F", "F", "F", "F", "F", "F", "F", "F", "F", "F", "F", "F", "F", "O", "O", "O", "O", "O", "O", "C", "C", "C", "C", "C", "C", "C", "C", "C", "C", "C", "C", "B", "B", "B", "H", "H", "H", "H", "H", "H", "H", "H", "H", "H", "H", "H", "H", "H", "H"], "positions_angstrom": [[-2.437348, -2.572222, -0.943915], [0.357881, -1.868515, 1.690303], [-1.728340, -2.897510, 0.933425], [0.351201, -0.033862, -1.353432], [-1.779832, -0.444178, -1.167195], [4.243188, 0.765149, -1.998628], [1.183524, -3.118984, 0.057878], [0.237562, -0.430962, -3.857440], [1.407464, 3.566408, 3.944020], [-1.431837, -2.366723, 3.025315], [2.322189, 1.685335, 4.826354], [2.985774, 2.412131, 2.825161], [-0.930018, -3.740811, -0.352096], [-0.404027, -1.945373, -0.302109], [1.187961, 1.278537, -4.925172], [-0.559634, 0.057315, 0.676013], [2.955378, 2.083711, -0.984815], [-0.151861, -4.025498, 1.697009], [4.611227, 1.224652, -0.013301], [-3.521511, -2.438657, 2.089606], [0.724917, -5.257361, 0.014983], [2.127626, 0.514367, -3.161672], [-1.939456, -0.844716, 1.413095], [2.652933, -1.140938, -1.428159], [1.071783, 0.290537, 2.620897], [0.412627, 2.979100, -2.717075], [2.123201, -0.277575, 0.590541], [-1.090424, 1.355793, -2.496423], [-0.345558, 2.141526, 2.917565], [1.924057, 2.326658, 3.697827], [0.120379, 1.810136, -2.946724], [1.787255, -2.252460, -1.310628], [0.815717, 1.446867, 3.039650], [0.903793, 0.766752, -3.711384], [3.657561, 0.974291, -0.854382], [-2.105591, 2.184741, -1.909655], [0.954254, -2.435907, -2.505953], [-1.425737, 1.608989, 2.207641], [2.734479, -0.234808, -0.467954], [-2.676977, 2.500916, 2.508518], [-1.946480, 2.137674, -0.370049], [-0.588624, -0.581775, -0.530604], [-2.222701, -2.086857, 1.901756], [0.227230, -4.026619, 0.379063], [-0.892218, 2.248256, -0.116265], [-3.066345, 1.767635, -2.211413], [-3.638726, 2.045183, 2.273015], [0.368465, -1.602140, -2.892994], [-2.316187, 1.208638, 0.063895], [1.123207, -2.099088, -0.459972], [-1.990630, 3.151932, -2.398969], [1.694350, -2.664592, -3.272801], [2.329699, -3.123667, -0.943408], [-1.361654, 1.673526, 1.121442], [-2.677798, 2.620362, 3.591955], [-2.566674, 2.827927, 0.201800], [0.224576, -3.238851, -2.401324], [-2.538100, 3.516534, 2.137958], [-1.487168, 0.579070, 2.559229]], "atomic_forces_ev_per_a": [[-3.4, 0.0, -2.8], [4.5, 3.8, 5.9], [-5.3, 1.1, 4.9], [0.4, -0.8, 0.9], [-2.6, -1.4, -0.5], [0.6, -0.8, -1.5], [-3.2, -13.4, 13.0], [0.3, 3.3, -1.6], [1.4, -1.7, 0.1], [-0.7, 0.4, 0.8], [-0.2, 1.2, -1.0], [-1.5, 0.1, 1.5], [2.7, -9.1, -6.7], [-1.9, 5.3, -2.5], [-0.8, -0.6, 0.5], [5.1, 1.6, -3.2], [-1.3, 0.6, 0.3], [1.0, -1.6, 1.2], [0.8, -0.3, 2.0], [-0.3, 0.6, -0.2], [-0.6, 0.4, 0.0], [-2.0, 0.3, -0.7], [-5.5, -2.5, 2.2], [2.5, 2.0, -0.5], [-1.2, 3.8, 2.5], [0.7, -2.8, -1.2], [1.0, 0.0, -0.9], [0.6, -0.9, -2.1], [3.5, 0.0, 0.6], [0.0, 0.0, -0.4], [-3.1, 4.1, 2.8], [2.2, 5.3, -3.2], [-1.0, -1.3, -1.7], [2.1, -0.4, -1.3], [-0.3, -0.2, -0.7], [0.6, 0.6, 0.3], [0.4, -0.9, -1.6], [-2.6, 0.4, 0.6], [-0.6, -1.4, -0.4], [1.3, -0.6, 1.9], [-1.0, 0.7, -1.9], [2.9, 5.0, -1.3], [-3.3, 0.0, 4.1], [1.3, -7.1, -0.5], [-0.1, 0.4, -0.6], [0.1, -0.1, -0.1], [0.2, 0.1, -0.5], [0.8, -1.0, 1.5], [-0.1, 0.0, -1.0], [3.4, 6.8, -5.9], [-0.2, 0.3, 0.6], [-0.6, -0.5, -0.7], [2.1, 0.9, -2.7], [1.3, -0.3, 2.8], [-0.3, 0.1, 0.2], [0.3, 0.7, -0.8], [0.5, -0.7, 0.0], [-0.2, -0.2, -0.4], [-0.6, 0.7, 0.0]], "nbo_charge": [1.75, 1.59, -0.56, -0.58, -0.57, -0.29, -0.50, -0.31, -0.29, -0.51, -0.29, -0.30, -0.59, -0.62, -0.29, -0.57, -0.30, -0.50, -0.29, -0.50, -0.50, -0.30, -0.51, -0.45, -0.64, -0.51, -0.65, -0.53, -0.45, 0.91, 0.69, -0.13, 0.75, 0.92, 0.91, -0.07, -0.68, -0.10, 0.77, -0.66, -0.66, 1.48, 1.29, 1.31, 0.23, 0.19, 0.23, 0.25, 0.20, 0.21, 0.23, 0.25, 0.20, 0.23, 0.23, 0.25, 0.18, 0.23, 0.17], "e_above_lowest_ev": 18.441, "e_homo_ev": -12.73, "charge": 1, "gap_ha": 0.261, "energy_ev": -95722.94990, "lumo_ev": -5.6}